This record from OMol25 describes C2H15B3BeCl5 as an isolated structure. The level of theory is ωB97M-V/def2-TZVPD.

Kohn-Sham gap: 7.194 eV
HOMO: -5.65 eV

```
! RIJCOSX wB97M-V def2-TZVPD def2/J DEFGRID3
* xyz -1 1
Be 1.036 -0.152 -0.234
B 1.969 1.415 1.477
H 1.038 0.896 1.890
H 1.672 1.854 0.455
H 2.419 2.126 2.240
H 2.754 0.606 1.345
B 2.103 -1.832 1.558
H 2.600 -1.228 0.710
H 1.685 -2.838 1.220
H 2.838 -2.045 2.399
H 1.310 -1.151 2.014
B 0.655 0.436 -2.538
H 0.433 0.625 -3.633
H -0.047 1.081 -1.909
H 0.509 -0.670 -2.252
H 1.750 0.636 -2.267
C -2.467 -2.787 -1.063
Cl -3.645 -3.664 -0.063
Cl -1.204 -1.851 -0.211
Cl -3.314 -1.756 -2.232
H -1.934 -3.520 -1.659
C -2.600 2.757 0.514
Cl -1.927 4.337 0.621
Cl -1.292 1.534 0.573
H -3.153 2.572 1.430
H -3.191 2.618 -0.386
*
```

Mulliken atomic charge list, values in e, 4 entries: 0.68, 0.21, -0.19, -0.17


This record from OMol25 describes an isolated ion of composition C26H32NO3 and charge +1. The level of theory is ωB97M-V/def2-TZVPD.

Kohn-Sham gap: 8.313 eV
SMILES: COCC[NH+](CCOC)[C@H](c1ccc(C)cc1)c1ccc(Oc2ccccc2)cc1
relative energy (zero: lowest compared OMol25 entry of this formula, charge and spin): 2.336 eV
HOMO: -10.88 eV

```
! RIJCOSX wB97M-V def2-TZVPD def2/J DEFGRID3
* xyz 1 1
C -5.483 -2.732 -1.791
C -4.301 -1.886 -1.398
C -4.441 -0.509 -1.187
C -3.345 0.322 -0.915
C -2.043 -0.179 -0.738
C -0.893 0.873 -0.541
C 0.485 0.352 -0.818
C 0.998 -0.815 -0.261
C 2.365 -0.935 -0.056
C 3.215 -0.048 -0.700
O 4.589 -0.068 -0.457
C 5.310 -0.940 -1.276
C 6.329 -0.349 -2.028
C 6.897 -1.094 -3.058
C 6.550 -2.441 -3.223
C 5.576 -3.025 -2.408
C 4.940 -2.280 -1.415
C 2.707 0.910 -1.574
C 1.335 1.073 -1.676
C -1.896 -1.556 -1.044
C -3.009 -2.391 -1.266
H -5.372 -3.761 -1.443
H -6.396 -2.309 -1.359
H -5.621 -2.773 -2.879
H -5.442 -0.080 -1.267
H -3.525 1.399 -0.882
H -1.123 1.725 -1.217
H 0.362 -1.589 0.143
H 2.766 -1.725 0.574
H 6.574 0.698 -1.832
H 7.610 -0.610 -3.726
H 6.987 -3.016 -4.041
H 5.279 -4.063 -2.535
H 4.148 -2.682 -0.782
H 3.420 1.501 -2.142
H 0.939 1.835 -2.353
H -0.921 -2.031 -1.133
H -2.860 -3.462 -1.372
C -3.816 2.812 3.653
O -2.632 2.545 2.883
C -2.812 3.052 1.541
C -1.440 3.116 0.880
N -0.814 1.759 0.948
C 0.460 1.888 1.749
C 0.541 0.713 2.697
O -0.409 -0.242 2.231
C -0.584 -1.391 3.019
H -3.551 2.755 4.710
H -4.252 3.818 3.469
H -4.606 2.060 3.473
H -3.513 2.401 0.981
H -3.268 4.069 1.562
H -1.507 3.473 -0.154
H -0.817 3.840 1.450
H -1.366 1.065 1.479
H 1.356 1.955 1.149
H 0.411 2.807 2.347
H 1.530 0.220 2.699
H 0.279 1.016 3.727
H -1.315 -1.992 2.470
H 0.386 -1.907 3.087
H -0.971 -1.168 4.029
*
```

Mulliken atomic charge list, values in e, 4 entries: -1.43, 0.79, -0.96, -0.77


This record from OMol25 describes C43H68Br20F14INO2PS as an isolated structure. The level of theory is ωB97M-V/def2-TZVPD.

Kohn-Sham gap: 5.433 eV
HOMO: -10.35 eV

```
! RIJCOSX wB97M-V def2-TZVPD def2/J DEFGRID3
* xyz 1 1
C 4.023 -1.097 6.000
C 5.042 -0.300 5.216
C 4.699 0.400 3.736
C 5.185 -0.372 2.331
P 6.082 -2.014 2.570
C 6.541 -2.952 0.998
C 5.028 -3.288 3.602
C 4.844 0.427 0.946
C 5.315 -0.200 -0.488
C 6.948 0.010 -0.782
O 7.755 0.082 0.446
C 8.097 1.465 0.814
O 8.679 1.638 2.033
C 4.056 1.902 0.975
C 3.718 2.760 -0.417
C 2.474 2.105 -1.284
C 1.012 2.198 -0.536
C 0.453 0.724 -0.082
C -1.109 0.768 0.516
F -1.255 1.693 1.676
F -1.893 1.431 -0.596
C -1.784 -0.704 0.706
F -1.419 -1.657 -0.395
F -3.275 -0.513 0.572
S -1.493 -1.565 2.326
F -2.446 -0.479 3.244
F -2.881 -2.547 2.004
F -0.562 -2.775 1.477
F -0.018 -0.771 2.661
F -1.259 -2.482 3.762
C 3.638 2.505 2.479
C 2.828 3.957 2.658
C 1.222 3.728 3.050
C 0.870 4.820 4.266
C -0.723 5.264 4.282
F -1.227 5.699 2.947
F -0.834 6.477 5.174
C -1.732 4.142 4.923
F -1.774 4.391 6.412
F -1.350 2.733 4.655
F -3.141 4.291 4.411
N 3.991 1.735 3.769
I 3.520 2.530 5.658
H 3.286 -0.456 6.684
H 3.887 -2.258 5.930
H 6.140 -0.106 5.636
H 6.925 -4.034 1.327
H 5.541 -3.172 0.384
H 7.399 -2.501 0.341
H 5.091 -4.379 3.163
H 3.937 -2.911 3.795
H 5.589 -3.338 4.654
H 4.981 -1.335 -0.646
H 4.787 0.380 -1.389
H 7.343 -0.754 -1.576
H 7.018 1.082 -1.299
H 7.884 2.430 0.187
H 3.631 3.913 -0.240
H 4.688 2.609 -1.097
H 2.368 2.669 -2.327
H 2.665 0.977 -1.549
H 0.243 2.651 -1.323
H 1.126 2.967 0.339
H 0.419 0.019 -1.027
H 1.219 0.266 0.675
H 2.809 4.588 1.660
H 3.360 4.663 3.460
H 1.110 2.660 3.515
H 0.491 3.967 2.169
H 1.513 5.817 4.154
H 1.105 4.400 5.337
Br 1.915 1.596 -4.997
C 3.711 1.430 -5.741
C 4.468 0.294 -5.094
Br 5.106 0.791 -3.319
H 4.198 2.402 -5.619
H 3.560 1.236 -6.807
H 5.370 0.057 -5.664
H 3.870 -0.614 -4.976
Br 4.822 -3.119 -5.469
C 3.314 -4.349 -5.340
C 2.287 -4.069 -6.412
Br 1.215 -2.500 -5.969
H 2.917 -4.262 -4.325
H 3.747 -5.345 -5.472
H 1.570 -4.891 -6.484
H 2.725 -3.888 -7.397
Br -6.509 -6.236 -0.587
C -5.363 -6.186 0.990
C -3.976 -5.696 0.643
Br -2.933 -7.092 -0.233
H -5.373 -7.190 1.424
H -5.856 -5.493 1.678
H -3.416 -5.450 1.549
H -3.976 -4.831 -0.025
Br -11.863 -7.178 3.277
C -10.686 -6.716 1.792
C -9.964 -7.935 1.266
Br -8.496 -8.448 2.443
H -10.012 -5.933 2.150
H -11.346 -6.298 1.026
H -9.494 -7.719 0.303
H -10.611 -8.811 1.162
Br -8.482 4.058 3.710
C -6.751 4.778 3.175
C -6.277 5.839 4.142
Br -7.216 7.525 3.855
H -6.860 5.143 2.150
H -6.072 3.921 3.181
H -5.222 6.070 3.974
H -6.423 5.567 5.190
Br -5.857 3.378 7.598
C -4.268 2.268 7.815
C -4.576 0.814 7.542
Br -5.513 -0.003 9.045
H -3.888 2.449 8.824
H -3.550 2.654 7.086
H -3.652 0.238 7.437
H -5.198 0.660 6.656
Br 7.858 7.735 1.680
C 8.877 6.278 0.878
C 8.054 5.535 -0.148
Br 6.769 4.342 0.707
H 9.226 5.643 1.698
H 9.738 6.760 0.406
H 8.689 4.882 -0.753
H 7.486 6.194 -0.809
Br -0.574 -6.478 -7.327
C -1.741 -5.476 -8.526
C -1.059 -5.197 -9.845
Br 0.234 -3.746 -9.677
H -2.045 -4.570 -7.994
H -2.616 -6.116 -8.673
H -1.782 -4.848 -10.588
H -0.520 -6.059 -10.247
Br -12.438 9.064 0.992
C -12.126 7.686 2.337
C -10.765 7.052 2.164
Br -10.759 5.789 0.678
H -12.951 6.972 2.260
H -12.190 8.206 3.297
H -10.503 6.457 3.043
H -9.970 7.776 1.971
Br -1.160 -6.024 -13.261
C 0.635 -6.191 -14.004
C 1.392 -7.327 -13.357
Br 2.030 -6.830 -11.582
H 1.122 -5.219 -13.882
H 0.484 -6.385 -15.070
H 2.294 -7.564 -13.928
H 0.794 -8.235 -13.239
*
```

Mulliken atomic charge list, values in e, 4 entries: -0.42, -0.63, 0.19, 0.28


Q: The lowest HOMO belongs to which entry?
A: C26H32NO3


Q: Which of these has the lowest Kohn-Sham gap?
A: C43H68Br20F14INO2PS


Q: The lowest Kohn-Sham gap belongs to which entry?
A: C43H68Br20F14INO2PS